Entry from OMol25: a molecular structure, C7H13NO in a non-equilibrium geometry (wB97M-V/def2-TZVPD).

Structure (XYZ):
```
22
Properties=species:S:1:pos:R:3:mulliken_charge:R:1
C -1.874 -0.378 1.318 -1.1616
C -1.056 0.684 0.594 0.0009
C -0.944 0.270 -0.897 -0.4592
C 0.561 0.309 -1.084 -0.3277
C 0.998 1.571 -0.300 -0.5871
C 0.559 0.721 0.859 -0.5049
C 2.207 -1.213 0.417 -1.0766
H -1.795 -0.111 2.444 0.3221
H -1.340 -1.349 1.170 0.2517
H -2.949 -0.401 1.009 0.3145
H -1.305 1.752 0.604 0.4467
H -1.437 0.970 -1.599 0.4737
H -0.864 -1.677 -0.737 0.3964
H 0.983 -0.117 -2.006 0.4154
H 0.431 2.480 -0.620 0.2820
H 2.045 1.848 -0.282 0.3049
H 0.853 1.004 1.857 0.5455
H 3.054 -0.701 0.011 0.3514
H 2.422 -1.543 1.460 0.2996
H 2.185 -2.128 -0.103 0.3582
N 0.936 -0.494 0.164 -0.0242
O -1.442 -1.044 -1.226 -0.6217
```

Results
HOMO energy: -8.3 eV
ΔE to the lowest compared entry with this formula, charge and spin: 269.62 kJ/mol
Net charge: 0
LUMO level: 0.036 hartree
Orbital gap: 9.252 eV